Entry 1:
# C6H12FO6Rb

C6H12FO6Rb as an isolated structure at a distorted geometry (the ωB97M-V functional and the def2-TZVPD basis, the Open Molecules 2025 dataset).

gap between HOMO and LUMO = 7.2 eV
charge = 0
ΔE to the lowest compared entry with this formula, charge and spin = 340.9 kcal per mole

Structure (XYZ):
```
26
Properties=species:S:1:pos:R:3:forces:R:3
Rb 1.7175 2.4914 1.5015 -7.3 9.0 9.5
F -0.0687 1.3291 1.2017 -3.6 -1.0 1.6
C -4.6082 0.0123 1.8658 0.0 0.2 2.0
O -4.0955 -0.0216 0.5718 -0.5 -0.6 -1.0
C -2.8688 -0.5133 0.3917 3.0 0.6 0.0
O -2.1884 -1.1821 1.1654 -1.6 0.6 -1.1
O -2.3893 0.0258 -0.7545 -2.0 -1.3 -0.4
C -0.9833 -0.1828 -1.1377 -11.2 -3.0 -1.3
H -4.3864 -0.8502 2.4944 0.6 -0.1 -0.3
H -5.6929 0.0678 1.9581 -0.1 0.2 -1.1
H -4.1924 0.9107 2.3219 -0.1 -0.1 0.4
H -0.7285 0.4795 -1.9651 -5.9 -0.5 -1.0
H -0.7581 -1.2056 -1.4398 0.2 -0.2 -0.1
H -0.3355 0.1024 -0.3087 -11.6 -2.9 -5.0
C 0.7214 0.6194 -0.7796 9.3 2.7 0.4
O 1.9571 -0.0628 -0.8038 4.9 2.1 1.6
C 3.0124 0.5556 -0.0915 0.4 -0.9 -2.0
O 3.0613 1.6694 0.4618 8.4 -8.8 -9.2
O 4.1244 -0.1836 -0.1318 0.1 0.3 1.2
C 4.3153 -1.3592 -0.8892 -0.1 -1.0 -1.3
H 0.7783 1.6962 -0.6207 0.1 0.0 -0.3
H 0.1996 0.2158 0.0882 11.2 3.1 6.3
H 0.1593 0.5084 -1.7068 6.6 0.2 0.3
H 4.3376 -1.0862 -1.9442 -0.5 -0.1 -0.1
H 3.6329 -2.1874 -0.6982 -0.6 0.5 0.0
H 5.2791 -1.8490 -0.7504 0.3 0.9 0.8
```
Forces are in eV/Å.



Entry 2:
# H4O4P3

An isolated ion of composition H4O4P3 and charge -1 at a distorted geometry (the ωB97M-V functional and the def2-TZVPD basis, the Open Molecules 2025 dataset).

gap between HOMO and LUMO (spin up / spin down) = 5.1 / 6.4 eV
2S+1 = 3
charge = -1
expectation value of S² = 2.003

Structure (XYZ):
```
11
Properties=species:S:1:pos:R:3:forces:R:3
O -0.2355 -0.7951 2.1810 0.0 0.2 0.2
O -1.6014 -1.1078 -0.0256 0.4 0.4 0.1
O 2.4521 -0.3967 0.6682 2.9 1.2 2.2
O -0.0784 1.0016 0.2008 -0.2 -0.5 0.5
P 1.4610 -1.0033 -0.1843 -0.5 2.2 -2.3
P -1.1934 2.0830 -0.2466 -2.4 -0.5 -0.9
P -0.4145 -0.6130 0.7336 -1.6 -0.4 -0.3
H 1.4377 -0.1607 -1.4450 -0.4 -1.7 0.7
H 1.8514 -2.2594 -0.4342 -0.1 -2.0 -0.9
H -2.4681 1.5650 0.2247 1.0 0.7 0.2
H -1.2109 1.6863 -1.6727 0.8 0.5 0.6
```
Forces are in eV/Å.